152
Properties=species:S:1:pos:R:3:forces:R:3:lowdin_charge:R:1 method="wB97M-V/def2-TZVPD" orbital_gap_ev=7.3 energy_ha=-5755.220550 charge=+3 max_force_ha_per_bohr=0.0246 spin_multiplicity=1 de_lowest_kj_mol=39.3
Sc -0.313415 0.202804 0.174119 -0.0385 1.1329 -0.5616 0.91
O 1.117507 -1.208350 0.208537 -0.2133 -0.5498 0.2438 -0.64
S 2.380003 -1.024161 -0.658571 0.7918 -0.7664 -0.1113 1.02
C 2.218585 -2.248151 -1.921606 0.0358 0.3499 0.0067 -0.33
C 2.307590 -3.610078 -1.716905 -0.0880 0.0298 0.1890 -0.07
C 2.473730 -4.506348 -2.786578 -0.0446 -0.1652 -0.0611 0.01
C 2.654257 -3.997224 -4.053528 0.0364 0.2114 0.1341 -0.11
C 3.048234 -4.632038 -5.358888 0.0166 -0.1282 -0.0696 -0.08
C 3.223881 -3.447802 -6.349662 0.0701 -0.0065 -0.0943 -0.08
C 2.832693 -2.222943 -5.567168 -0.0556 0.1632 0.1023 -0.12
C 2.795941 -0.885203 -5.867745 0.0529 -0.1571 -0.1713 0.02
C 2.320707 0.019331 -4.896880 -0.0927 0.0152 0.1638 -0.04
C 1.956563 -0.359762 -3.617371 0.0459 -0.1511 0.3226 -0.28
P 0.971713 0.762168 -2.524624 -0.0804 0.2761 -1.0023 1.08
C 2.010898 2.259465 -2.687682 -0.1195 0.0123 0.1877 -0.38
C 1.579170 3.426011 -3.311914 -0.0944 -0.0317 0.0746 -0.11
C 2.448274 4.496956 -3.472025 -0.0262 0.0972 0.0183 -0.05
C 3.744708 4.424204 -2.988447 -0.0103 0.0173 -0.0002 -0.05
C 4.175089 3.273002 -2.342682 0.0667 -0.0506 0.0403 -0.05
C 3.318940 2.193790 -2.196294 -0.1040 0.0664 -0.0086 -0.10
C -0.511859 0.982250 -3.591422 -0.0362 -0.1115 0.3190 -0.34
C -1.663098 0.345492 -3.120212 0.2489 0.1853 -0.0436 -0.14
C -2.822841 0.302206 -3.876649 -0.0946 -0.0552 0.0383 -0.08
C -2.853104 0.914376 -5.120217 -0.0366 -0.0234 0.0208 -0.05
C -1.721546 1.561846 -5.596075 0.0111 0.0153 -0.0524 -0.04
C -0.556089 1.588065 -4.845339 -0.0279 -0.0058 -0.0025 -0.08
C 2.199068 -1.704918 -3.233686 -0.0003 -0.0253 -0.1399 -0.16
C 2.523860 -2.609894 -4.251462 0.0268 -0.0355 0.1276 -0.08
C 3.804145 -1.492931 0.304584 -0.2723 0.0974 -0.2995 -0.28
C 4.701570 -2.378114 -0.262050 -0.0695 -0.0702 0.0095 -0.04
C 5.997382 -2.577393 0.229184 0.1568 0.0426 0.1325 0.02
C 6.405290 -1.809267 1.283147 -0.1451 -0.0367 -0.1163 -0.13
C 7.737342 -1.720106 1.968326 0.0677 -0.0345 0.0219 -0.08
C 7.545814 -0.651256 3.068770 0.1046 0.0020 0.0280 -0.08
C 6.134925 -0.171131 2.893236 -0.1260 0.0649 0.0114 -0.13
C 5.433623 0.805801 3.542331 0.1323 -0.0894 0.0089 0.02
C 4.106781 1.025050 3.156944 -0.0609 0.0163 -0.1077 -0.09
C 3.446870 0.332028 2.147081 -0.0438 0.1772 -0.2509 -0.26
P 1.645531 0.719249 2.092516 -0.0396 0.4134 0.9199 1.10
C 1.022076 -0.317956 3.470263 -0.2347 -0.0378 -0.2856 -0.33
C 1.799148 -0.720175 4.554796 0.0309 0.0477 -0.0500 -0.04
C 1.227921 -1.420317 5.605459 0.0444 0.0034 -0.0030 -0.04
C -0.128014 -1.715564 5.593364 -0.0312 0.0117 0.0012 -0.04
C -0.902460 -1.349583 4.504665 -0.1021 -0.0143 -0.0322 -0.07
C -0.325030 -0.672558 3.443307 0.2779 0.0637 0.0783 -0.12
C 1.564722 2.423283 2.754201 0.0003 -0.0445 -0.2606 -0.39
C 0.683907 2.781830 3.769266 -0.0056 -0.1342 -0.0039 -0.07
C 0.570615 4.112692 4.151377 0.0236 0.0977 -0.0473 -0.05
C 1.323006 5.087246 3.512854 -0.0497 0.0161 0.0788 -0.05
C 2.217395 4.733544 2.509998 0.0828 -0.0003 -0.0297 -0.07
C 2.334949 3.407609 2.127376 0.0248 0.0097 0.1704 -0.14
C 4.173409 -0.666892 1.417989 0.1724 -0.0032 0.2109 -0.12
C 5.503238 -0.883296 1.854217 -0.0923 0.0298 -0.0585 -0.07
H 2.315864 -3.991947 -0.701658 -0.0090 -0.0102 -0.0224 0.13
H 2.530743 -5.567964 -2.583505 0.0456 0.0107 -0.0092 0.13
H 2.291676 -5.338285 -5.704821 -0.0280 0.0204 0.0397 0.13
H 3.968876 -5.205362 -5.241502 -0.0106 0.0018 -0.0144 0.13
H 2.616638 -3.565052 -7.247095 -0.0055 -0.0023 0.0090 0.13
H 4.260317 -3.364098 -6.681124 -0.0227 -0.0081 -0.0263 0.13
H 3.095274 -0.513509 -6.839163 -0.0359 0.0081 -0.0016 0.13
H 2.240097 1.060403 -5.183475 -0.0506 0.0121 0.0097 0.11
H 0.564722 3.500695 -3.682548 0.0397 0.0781 0.0520 0.10
H 2.110864 5.392055 -3.978468 -0.0097 -0.0035 0.0091 0.12
H 4.419579 5.259692 -3.115834 -0.0064 0.0037 0.0035 0.12
H 5.189084 3.207752 -1.969488 -0.0160 0.0112 0.0091 0.12
H 3.675585 1.293931 -1.712425 0.0524 -0.0434 -0.0189 0.09
H -1.631559 -0.147680 -2.150830 -0.1267 -0.0836 -0.0233 0.05
H -3.699560 -0.216400 -3.507431 0.0044 -0.0029 -0.0020 0.10
H -3.751255 0.879605 -5.722313 -0.0003 0.0125 0.0009 0.12
H -1.744588 2.037602 -6.567675 0.0167 0.0027 0.0068 0.12
H 0.314440 2.085094 -5.247964 -0.0122 -0.0352 -0.0481 0.10
H 4.415371 -2.932791 -1.141108 0.0444 0.0374 0.0072 0.10
H 6.652779 -3.293845 -0.247228 -0.0184 0.0041 -0.0198 0.13
H 8.506744 -1.428854 1.251526 0.0082 -0.0159 0.0107 0.13
H 8.039643 -2.685236 2.375826 -0.0148 -0.0004 -0.0090 0.13
H 8.251735 0.173386 2.964471 -0.0044 -0.0047 0.0214 0.13
H 7.692626 -1.065109 4.067286 -0.0080 0.0117 0.0021 0.13
H 5.867611 1.394109 4.339982 -0.0073 0.0069 -0.0025 0.13
H 3.563578 1.785390 3.700916 0.0423 -0.0411 0.0204 0.11
H 2.853051 -0.486232 4.582411 0.0253 -0.0311 0.0452 0.10
H 1.843883 -1.734055 6.437478 -0.0066 0.0375 0.0180 0.12
H -0.580516 -2.228194 6.432052 0.0236 -0.0434 -0.0130 0.12
H -1.956886 -1.585661 4.482388 0.0140 0.0220 -0.0172 0.09
H -0.942144 -0.400956 2.591512 -0.1876 0.0367 0.0662 0.06
H 0.110188 2.020214 4.283167 -0.0055 0.0150 0.0169 0.10
H -0.086214 4.392360 4.964804 -0.0408 -0.0394 -0.0220 0.11
H 1.226177 6.123255 3.810118 0.0408 -0.0086 0.0057 0.12
H 2.820245 5.492333 2.029368 -0.0017 -0.0317 0.0366 0.10
H 3.065750 3.123212 1.374687 -0.0426 0.0696 -0.0327 0.12
C -5.346254 2.486895 3.587519 0.0780 -0.1001 -0.1590 -0.03
C -3.986098 1.939703 3.200426 -0.0563 0.3889 0.3805 -0.39
C -3.119706 1.651120 4.404500 -0.0733 -0.1358 -0.1856 -0.02
O -4.181256 0.668094 2.449671 0.1282 -0.1681 -0.4227 -0.17
P -3.694078 0.586213 0.965959 -0.5979 0.3836 0.0967 0.53
O -2.224841 0.882900 0.815892 0.0514 -0.0900 0.1744 -0.34
C -4.123107 -1.086192 0.396607 0.5211 0.1083 0.1685 -0.16
P -2.684417 -2.189899 0.510584 -0.5131 -0.6094 0.0667 0.51
O -1.479970 -1.461005 0.000456 0.1513 -0.2499 -0.1757 -0.33
O -2.511051 -2.565601 2.007629 -0.0610 0.1438 -0.1805 -0.16
C -3.413874 -3.534948 2.692704 -0.1393 -0.2423 0.3224 -0.38
C -2.529638 -4.595546 3.309076 0.0482 0.0947 -0.2002 -0.02
C -4.271752 -2.799458 3.713696 0.1282 -0.0565 -0.1297 -0.02
O -3.017399 -3.512152 -0.232437 0.1571 0.5081 0.1942 -0.15
C -2.812606 -4.001967 -1.610943 0.0962 -0.3866 -0.4755 -0.37
C -1.502300 -3.530917 -2.214854 -0.0878 0.1762 0.2680 -0.03
C -2.879237 -5.511131 -1.507657 -0.0972 0.1022 0.1372 -0.03
O -4.455704 1.639232 0.091402 0.2041 -0.3498 0.1367 -0.18
C -5.869031 1.717984 -0.339141 -0.4598 0.0077 -0.2168 -0.37
C -6.845571 1.061967 0.618603 0.2477 0.0869 0.0877 -0.02
C -5.995117 1.166287 -1.748986 0.2343 0.0330 0.1084 -0.03
H -5.217706 3.243954 4.359455 -0.0144 0.0282 -0.0108 0.10
H -5.973582 1.691023 3.989823 0.0056 0.0155 0.0453 0.10
H -5.850666 2.951298 2.741597 -0.0157 0.0034 0.0414 0.08
H -3.474801 2.642378 2.536744 0.0245 -0.0774 -0.0477 0.14
H -3.624308 0.957939 5.078982 0.0252 0.0106 0.0261 0.10
H -2.933920 2.584563 4.935293 -0.0180 -0.0137 0.0272 0.10
H -2.163995 1.229901 4.105308 0.0813 -0.0541 0.0176 0.05
H -4.424043 -1.016168 -0.649952 -0.0018 0.0281 -0.0419 0.08
H -4.958273 -1.481979 0.974611 0.0158 -0.0445 0.0257 0.09
H -4.041580 -3.988844 1.925183 0.0230 0.0829 -0.0698 0.13
H -1.859707 -4.152469 4.046055 -0.0216 0.0048 0.0177 0.08
H -1.928492 -5.084238 2.542544 -0.0281 -0.0633 0.0346 0.09
H -3.151043 -5.342814 3.801586 -0.0021 -0.0066 0.0070 0.11
H -3.771571 -2.761257 4.680948 -0.0117 0.0909 0.0025 0.08
H -5.210808 -3.334204 3.854287 0.0142 -0.0226 0.0064 0.10
H -4.499095 -1.783291 3.391250 -0.0462 0.0095 0.0159 0.07
H -3.656801 -3.633668 -2.196922 -0.0391 0.0759 0.1174 0.15
H -0.672771 -3.766254 -1.546652 0.0351 -0.0150 -0.0322 0.09
H -1.501060 -2.458711 -2.407972 0.0414 -0.0075 -0.0346 0.06
H -1.344579 -4.045794 -3.161708 -0.0534 -0.0347 0.0012 0.10
H -2.021386 -5.887535 -0.949089 0.0011 -0.0218 -0.0207 0.10
H -2.871516 -5.948432 -2.504923 0.0250 0.0168 -0.0144 0.10
H -3.792864 -5.827023 -1.005671 0.0059 -0.0076 -0.0154 0.09
H -6.043530 2.792269 -0.363439 0.0534 0.0141 0.0588 0.15
H -6.626039 0.001765 0.745722 -0.0862 -0.0489 -0.0302 0.08
H -7.847570 1.144459 0.200233 -0.0019 0.0070 -0.0280 0.11
H -6.848297 1.537766 1.595302 -0.0184 -0.0528 -0.0200 0.06
H -6.030959 0.075140 -1.750046 0.0224 -0.0196 -0.0265 0.08
H -5.168438 1.506019 -2.373795 -0.0280 0.0034 -0.0195 0.07
H -6.923181 1.520346 -2.195483 -0.0280 0.0069 0.0345 0.10
N 1.918771 6.606207 -0.121273 -0.0771 -0.0535 -0.0441 0.22
C 1.062693 5.869955 -0.332082 0.2420 0.1816 -0.0216 -0.16
C 0.016655 4.935778 -0.611656 -0.1520 -0.1731 -0.1034 -0.18
C -1.203674 5.344700 -1.135684 0.0207 -0.0587 0.0295 0.04
C -2.156963 4.372073 -1.387415 0.0214 0.0065 0.0076 0.00
C -1.860174 3.051369 -1.114253 -0.0647 -0.0637 -0.0865 -0.12
N -0.679089 2.642274 -0.626706 0.1916 -0.2644 0.2877 0.02
C 0.237330 3.579852 -0.386816 -0.0213 0.0073 0.1072 -0.08
H -1.399420 6.389080 -1.338894 0.0298 0.0114 0.0310 0.14
H -3.128041 4.635691 -1.781726 0.0074 -0.0180 -0.0260 0.12
H -2.607325 2.292155 -1.282414 0.0358 -0.0506 -0.0474 0.09
H 1.180791 3.256401 0.024379 0.0752 -0.0120 -0.1020 0.09